{"formula": "C5H8O", "method": "wB97M-V/def2-TZVPD", "symbols": ["C", "C", "C", "C", "H", "H", "H", "H", "H", "H", "C", "O", "H", "H"], "positions_angstrom": [[1.996, 0.866, 0.122], [1.249, -0.190, 0.083], [0.156, -0.883, -0.199], [-0.835, -1.385, 0.813], [1.342, 1.698, -0.223], [3.036, 1.036, 0.375], [0.082, -1.296, -1.203], [-0.790, -0.807, 1.741], [-0.597, -2.428, 1.036], [-1.866, -1.358, 0.436], [-0.908, 1.140, -0.728], [-0.150, 2.071, -0.933], [-1.296, 0.532, -1.561], [-1.419, 1.002, 0.241]], "lumo_energy_ev": 0.9, "energy_ev": -7358.843, "smiles": "C=C=CC.C=O", "relative_energy_kcal_mol": 78.7}